Record 1
{"formula": "C5H27N2O7", "method": "ωB97M-V/def2-TZVPD", "symbols": ["C", "C", "C", "C", "N", "C", "N", "H", "H", "H", "H", "H", "H", "H", "H", "H", "H", "H", "H", "H", "H", "H", "O", "H", "H", "O", "H", "H", "O", "H", "H", "O", "H", "H", "O", "H", "H", "O", "H", "H", "O"], "positions_angstrom": [[1.143203, 1.919278, 2.782281], [0.552318, 0.828589, 1.886199], [1.523001, 0.380007, 0.783284], [1.759357, 1.448000, -0.287090], [0.530031, 1.924517, -0.917719], [-0.190578, 1.222723, -1.776276], [0.154841, 0.085490, -2.306545], [1.309890, 2.827866, 2.208027], [0.448682, 2.198733, 3.590817], [2.056446, 1.592095, 3.281864], [0.342756, -0.049662, 2.514409], [-0.389150, 1.166682, 1.448236], [1.124000, -0.533240, 0.351843], [2.476846, 0.124586, 1.260426], [2.233611, 2.311816, 0.182491], [2.440569, 1.066355, -1.041575], [0.163323, 2.792384, -0.571959], [-1.113355, 1.685903, -2.094970], [0.989063, -0.414912, -2.025888], [-0.524370, -0.469867, -2.868743], [-1.810622, -2.205477, -2.178088], [-2.657528, -0.939660, -2.363920], [-2.039037, -1.523790, -2.835652], [3.165172, 2.009617, -3.504112], [2.397015, 0.869620, -4.132094], [2.515626, 1.326097, -3.301725], [-2.132643, -1.474876, 2.536559], [-1.809381, -2.911476, 3.029782], [-1.451599, -2.159993, 2.549886], [-1.508802, -0.625977, -0.195251], [-2.629036, 0.308024, 0.436641], [-2.047850, 0.190163, -0.344134], [1.770450, -3.311157, -1.688386], [2.519702, -2.684903, -0.498730], [1.738519, -2.584157, -1.053185], [0.094623, -2.429966, -0.259647], [-1.008612, -2.398056, 0.882370], [-0.854192, -2.239378, -0.076385], [-4.389130, -0.202011, 1.930855], [-3.437965, 0.830563, 2.623203], [-3.455188, 0.049451, 2.042917]], "forces_ev_per_a": [[-0.653, 0.046, 0.269], [0.453, -0.233, 0.530], [-0.496, 0.239, 0.469], [0.329, -0.255, 0.472], [0.199, -0.665, -0.265], [0.262, 0.802, 0.196], [-0.114, -0.663, -0.354], [0.316, 0.160, 0.067], [0.120, -0.138, -0.301], [0.113, 0.082, -0.241], [-0.150, 0.182, -0.235], [-0.012, -0.114, -0.004], [0.024, -0.082, -0.247], [0.004, 0.075, -0.240], [-0.034, -0.007, -0.193], [-0.018, 0.132, -0.184], [-0.291, 0.011, -0.158], [-0.014, -0.185, -0.059], [0.017, 0.221, 0.109], [0.152, 0.517, 0.625], [-0.168, 0.314, -0.097], [0.243, -0.240, 0.000], [-0.124, -0.137, 0.115], [0.001, -0.022, 0.062], [-0.097, -0.224, -0.385], [0.264, 0.320, 0.134], [-0.204, 0.061, 0.070], [-0.101, 0.003, 0.093], [0.180, -0.034, -0.007], [-0.441, 0.280, 0.029], [0.487, -0.303, -0.462], [-0.258, 0.020, 0.205], [0.045, 0.031, 0.092], [0.040, -0.029, -0.010], [0.040, 0.016, -0.197], [-0.681, 0.080, 0.163], [0.065, 0.011, -0.250], [0.613, -0.240, -0.084], [0.417, 0.220, 0.155], [-0.165, -0.404, -0.232], [-0.361, 0.152, 0.348]], "de_lowest_kj_mol": 0.00, "total_charge": 1}

Record 2
{"formula": "C5H27NO10", "method": "ωB97M-V/def2-TZVPD", "symbols": ["C", "N", "C", "C", "C", "C", "O", "O", "H", "H", "H", "H", "H", "H", "H", "H", "H", "H", "H", "H", "H", "O", "H", "H", "O", "H", "H", "O", "H", "H", "O", "H", "H", "O", "H", "H", "O", "H", "H", "O", "H", "H", "O"], "positions_angstrom": [[-1.416969, -1.085375, -0.018586], [-1.587141, -0.070222, -1.072204], [-2.516254, -0.570373, -2.125719], [0.745179, -0.733454, -1.890921], [-0.310598, 0.338850, -1.708821], [0.266191, 1.425694, -0.794970], [-0.340040, 2.639919, -1.033229], [1.110464, 1.394786, 0.072090], [-0.681333, -0.758736, 0.740846], [-2.403798, -1.183733, 0.569309], [-1.103610, -2.028969, -0.385650], [-2.137101, -1.422740, -2.666531], [-3.455185, -0.844728, -1.604286], [-2.755561, 0.232797, -2.813647], [1.601807, -0.414136, -2.483410], [0.323390, -1.590772, -2.437039], [1.178102, -1.091658, -0.915213], [-0.605663, 0.797051, -2.646627], [0.136521, 3.438611, -0.697628], [-2.650999, 1.325516, 0.012661], [-1.859034, 2.590832, 0.035829], [-2.452263, 2.103179, 0.574677], [3.802611, 0.155504, 0.814481], [2.494854, 0.384278, 0.074845], [3.326953, -0.109869, 0.061407], [-0.627265, -1.915673, 2.845898], [-1.679513, -0.859884, 2.988011], [-1.563585, -1.784414, 3.055569], [0.384665, -4.466755, -0.163062], [1.059477, -3.074549, -0.015253], [0.464886, -3.580141, -0.596749], [-1.827114, 1.348141, 1.980774], [-1.756752, 1.451837, 3.512941], [-1.482717, 0.878225, 2.750739], [2.619993, -1.659235, 0.655235], [1.548713, -1.707234, 1.650069], [2.066506, -2.267842, 1.101495], [0.101177, 0.213669, 2.652496], [1.110747, 0.362952, 1.496596], [0.947347, -0.101028, 2.296192], [2.838468, 1.884546, -1.794334], [2.186288, 2.080071, -3.206866], [2.005049, 2.201246, -2.214807]], "forces_ev_per_a": [[-2.128, 2.910, 3.079], [1.759, -4.653, -2.105], [-2.018, 1.533, 1.531], [0.226, -1.787, 0.657], [0.320, 1.675, 0.902], [0.590, 3.663, 0.620], [-0.214, -0.583, -0.525], [-1.020, -0.938, -0.758], [-0.164, -0.077, -0.590], [1.352, -0.149, -1.063], [0.422, -1.410, -1.003], [0.637, -0.364, 0.069], [0.509, -0.100, -0.427], [0.141, 0.123, -0.191], [-0.311, 0.589, 0.012], [0.082, 0.109, 0.389], [-0.737, 0.303, -0.994], [0.245, 0.239, -0.044], [0.086, -1.172, -0.041], [-0.323, 0.768, 0.578], [0.941, 1.072, -0.813], [-1.295, -1.665, 0.314], [1.121, 0.603, 1.595], [0.284, 0.104, 0.065], [-0.753, -0.506, -1.815], [-0.255, -0.149, 0.282], [-0.374, 1.717, 0.091], [0.523, -2.113, -0.255], [0.116, 1.159, -0.604], [0.432, -0.085, 0.429], [-0.814, -1.141, 0.126], [-0.186, 0.361, -0.464], [0.429, -0.887, -0.831], [-0.527, 1.092, 1.668], [1.494, 1.021, -0.883], [-0.813, 0.882, 1.312], [-0.514, -2.237, -0.255], [0.119, 0.408, -0.046], [0.045, 0.893, -0.714], [0.071, -1.307, 1.286], [-0.667, 0.304, -0.360], [-0.300, 0.471, 2.103], [1.469, -0.676, -2.327]], "multiplicity": 2, "de_lowest_kj_mol": 0.00, "total_charge": 1}

Record 3
{"formula": "C5H28N10O9", "method": "ωB97M-V/def2-TZVPD", "symbols": ["O", "H", "H", "O", "H", "H", "O", "H", "H", "O", "H", "H", "C", "O", "N", "N", "H", "H", "H", "H", "C", "O", "N", "N", "H", "H", "H", "H", "C", "O", "N", "N", "H", "H", "H", "H", "C", "O", "N", "N", "H", "H", "H", "H", "C", "O", "N", "N", "H", "H", "H", "H"], "positions_angstrom": [[-2.976850, 0.874813, -2.570091], [-2.815829, 0.957234, -3.510050], [-2.157376, 0.529835, -2.215575], [-0.013521, -0.332463, -0.294267], [-0.022860, -1.133370, 0.229861], [0.118730, 0.369668, 0.342719], [0.124069, -1.898229, 3.666727], [0.701913, -1.648695, 4.387890], [-0.602456, -2.356611, 4.088947], [2.515483, -5.283903, 1.899245], [2.260795, -4.437311, 2.266200], [1.715115, -5.621859, 1.497447], [-3.509001, -5.006430, 1.195813], [-2.265977, -4.965321, 1.254794], [-4.225040, -4.271832, 2.012426], [-4.219712, -5.772221, 0.384055], [-5.202902, -4.041861, 1.907447], [-3.770575, -3.873923, 2.821891], [-3.786273, -6.582247, -0.035563], [-5.219719, -5.640011, 0.333009], [4.422162, 0.863680, -2.392227], [5.595932, 1.054273, -2.847501], [3.597727, 1.707971, -1.884377], [3.770067, -0.161415, -2.627468], [2.622382, 1.585437, -1.652472], [4.016786, 2.625399, -1.831328], [4.206756, -0.912813, -3.142066], [2.855061, -0.305582, -2.224868], [-1.947665, -3.769877, -5.111220], [-2.350590, -2.914778, -5.836258], [-1.288570, -3.641387, -4.027609], [-2.257875, -4.968389, -5.283640], [-0.874221, -4.465220, -3.615648], [-1.196878, -2.730791, -3.600394], [-1.807734, -5.664123, -4.706214], [-2.674750, -4.912959, -6.201916], [-0.100194, 6.673154, -0.127054], [0.715720, 7.097787, 0.678247], [-0.538572, 7.168444, -1.248486], [-0.656541, 5.496766, 0.095359], [-0.275312, 8.129980, -1.410512], [-1.138546, 6.608100, -1.836821], [-1.498182, 5.306978, -0.429710], [-0.373399, 4.981698, 0.916726], [2.708380, 4.011819, 4.716791], [2.554873, 3.105937, 3.884865], [2.864472, 5.224635, 4.425794], [2.377056, 3.861386, 6.007136], [2.809057, 5.486212, 3.451832], [2.617883, 5.902697, 5.132565], [2.233081, 2.989446, 6.496105], [2.363621, 4.700270, 6.569450]], "forces_ev_per_a": [[-0.187, 0.124, 0.118], [-0.023, -0.013, -0.280], [0.264, -0.141, 0.225], [0.014, 0.115, -0.469], [-0.025, -0.271, 0.204], [0.025, 0.181, 0.236], [0.034, 0.026, -0.272], [0.205, 0.136, 0.151], [-0.194, -0.167, 0.033], [0.261, -0.122, -0.017], [-0.084, 0.244, 0.114], [-0.243, -0.094, -0.084], [3.598, -0.012, 0.140], [-1.128, -0.715, -0.245], [-1.938, 2.392, 2.541], [-0.980, -1.361, -1.743], [0.239, -0.382, -0.052], [0.076, 0.104, -0.531], [-0.149, 0.447, -0.121], [0.314, -0.456, -0.010], [5.806, 2.719, -2.792], [-2.119, 0.204, 1.702], [-0.653, 6.361, 2.850], [-3.135, -9.130, -1.973], [0.535, -0.083, -0.199], [-0.628, 0.195, 0.464], [-0.169, 0.014, 0.286], [0.312, -0.299, -0.298], [-0.345, 3.098, 0.247], [-0.797, 3.203, -1.978], [3.703, 2.217, 5.159], [-1.979, -6.086, -2.367], [-0.032, 0.765, 0.390], [0.340, -0.372, -0.047], [-0.707, -0.616, -1.103], [-0.186, -2.191, -0.266], [1.496, -1.079, 2.830], [0.427, 1.258, -0.457], [-0.222, 2.698, -2.399], [-1.385, -2.774, 0.406], [-0.345, -0.274, -0.626], [0.290, 0.750, -0.113], [0.154, -0.707, 0.679], [-0.381, 0.086, -0.268], [-3.089, -6.148, -0.574], [1.109, 0.114, 0.395], [1.383, 6.416, -1.945], [-0.052, -0.304, 2.877], [0.065, 0.100, 0.218], [0.289, 0.234, -0.639], [0.165, 0.145, -0.633], [0.069, -0.545, 0.233]], "de_lowest_kj_mol": 537.57, "total_charge": 0, "smiles": "NC(N)=O.NC(N)=O.NC(N)=O.NC(N)=O.NC(N)=O.O.O.O.O"}